1.
Below is a gas-phase ion, C3H10NO (charge +1) in a non-equilibrium geometry, with properties calculated with wB97M-V/def2-TZVPD.

Structure (XYZ):
```
15
Properties=species:S:1:pos:R:3
C 0.058 -0.844 1.235
H -0.224 1.204 1.680
O 0.275 -1.532 -0.022
H -0.757 -1.380 1.726
H 0.433 -0.715 -1.321
C 0.176 1.122 -0.366
H 1.232 1.323 -0.227
C -0.444 0.523 0.867
H 0.331 0.626 -2.407
H -0.351 2.032 -0.627
H 0.959 -0.775 1.832
H -0.992 -0.033 -1.681
H 0.831 -2.325 0.072
N 0.001 0.196 -1.543
H -1.528 0.577 0.782
```

Properties
Gap between HOMO and LUMO   12.2 eV
LUMO level   -3.30 eV
Charge   +1
2S+1   1
SMILES   [NH3+]CCCO
ΔE to the lowest compared entry with this formula, charge and spin   31.1 kJ/mol

2.
Below is a single C6H10O molecule, with properties calculated with wB97M-V/def2-TZVPD.

Structure (XYZ):
```
17
Properties=species:S:1:pos:R:3
C 1.559 -0.120 0.484
H -1.680 0.686 0.785
H 1.302 0.090 -1.623
H -0.440 1.771 -1.587
H -2.042 0.240 -0.877
O -1.628 -1.917 0.725
C -0.155 1.340 -0.621
H -0.108 2.172 0.090
H -1.933 -1.481 1.529
H 2.000 1.514 -0.873
C 0.630 -0.981 0.897
C 1.256 0.724 -0.726
C -1.228 0.330 -0.150
H 2.520 -0.027 0.983
H -0.449 -1.549 -0.843
C -0.663 -1.075 0.124
H 0.771 -1.647 1.745
```

Properties
Gap between HOMO and LUMO   10.5 eV
LUMO level   1.07 eV
2S+1   1
SMILES   O[C@@H]1C=CCCC1
ΔE to the lowest compared entry with this formula, charge and spin   22.6 kJ/mol

3.
Below is a single C5H8O molecule in a non-equilibrium geometry, with properties calculated with wB97M-V/def2-TZVPD.

Structure (XYZ):
```
14
Properties=species:S:1:pos:R:3
H -0.416 -0.178 1.458
C -1.900 1.839 1.625
C 2.042 -0.901 -1.098
C -1.233 0.988 0.899
H -2.457 1.587 2.513
O 0.782 -0.686 -1.685
H -1.189 -0.558 -1.405
C -0.285 0.278 0.363
H 2.321 -0.064 -0.446
H -0.344 -1.651 -0.263
C -0.300 -0.687 -0.784
H 2.068 -1.836 -0.513
H -1.861 2.849 1.248
H 2.770 -0.980 -1.912
```

Properties
Gap between HOMO and LUMO   9.1 eV
LUMO level   0.76 eV
2S+1   1
SMILES   C=C=CCOC
ΔE to the lowest compared entry with this formula, charge and spin   450.8 kJ/mol

4.
Below is a molecular structure, CH5N5O2S4Yb in a non-equilibrium geometry, with properties calculated with wB97M-V/def2-TZVPD.

Structure (XYZ):
```
18
Properties=species:S:1:pos:R:3
H 1.571 1.192 1.229
O -1.283 -0.919 -2.803
N -0.451 -0.318 -0.846
H 0.606 -1.391 -2.958
S -0.676 2.409 3.011
O -2.540 -0.211 -1.213
S -1.576 -0.785 2.848
C 0.837 -0.635 -1.100
N 1.645 -0.339 -0.072
H 2.245 -1.412 -2.362
H 1.210 -0.283 1.903
H 2.643 -0.531 -0.127
S -1.110 2.976 1.050
N 1.099 0.297 1.062
Yb -1.909 0.548 0.691
S -2.148 1.104 3.586
N 1.272 -1.191 -2.212
N -1.434 -0.511 -1.689
```

Properties
Gap between HOMO and LUMO (alpha / beta)   6.2 / 6.2 eV
LUMO level (alpha / beta)   -5.06 / -5.06 eV
Charge   +1
2S+1   2
Expectation value of S²   0.751

5.
Below is 13 unconnected molecules or ions with the total composition C32H78O19S10 in a non-equilibrium geometry, with properties calculated with wB97M-V/def2-TZVPD.

Structure (XYZ):
```
139
Properties=species:S:1:pos:R:3
H 5.924 0.681 -3.937
H -5.554 -4.797 -0.672
S 3.065 3.741 -0.067
H -4.192 1.195 -5.500
H 1.233 -0.163 5.715
H 0.576 -1.122 3.028
C -0.621 -5.532 -2.292
C 3.018 -3.416 -3.324
C -4.384 -0.114 2.182
H -1.003 -1.386 -3.529
H 5.599 1.743 -2.534
C 4.034 4.437 -1.493
H -3.516 -0.687 2.509
H 4.192 5.503 -1.328
H 0.735 4.745 3.920
H -5.071 4.521 -0.204
H 1.518 0.378 -2.161
H -1.654 -4.200 -0.149
H -5.194 -4.142 0.905
H -0.478 -2.433 -7.406
H 1.044 -1.705 -7.577
H 0.072 2.319 2.970
C 1.759 4.413 4.089
H -4.342 3.083 0.361
H -1.660 -2.508 -4.810
C 2.067 3.006 3.592
H 2.507 -2.570 1.791
H -0.611 -6.416 -2.929
O -3.075 -2.255 -0.129
H -2.228 4.541 2.463
H 3.467 1.278 0.710
H 1.088 2.953 1.641
H -0.460 1.102 0.948
C 3.094 -1.745 2.193
C -4.465 1.195 -2.675
O 0.921 -1.382 -0.226
S -2.653 4.834 -0.002
H -5.192 -0.206 4.264
H 3.208 -5.013 0.328
H -1.926 0.985 0.054
H -5.239 -0.866 -1.086
C -0.776 -2.074 -4.343
O 3.580 4.511 1.149
H 0.909 -3.098 -6.499
H 3.829 -1.572 1.407
H 4.506 -5.351 -0.774
C 0.413 -2.185 -6.829
O -6.102 1.151 3.112
H -3.945 0.631 1.518
C -3.602 1.988 -5.039
H 0.078 -4.840 -2.765
H -3.629 1.307 4.996
H 5.474 -3.484 -1.942
H -3.455 0.939 -2.356
O 2.370 -3.537 -4.365
H -1.677 -5.275 -2.376
O 2.053 2.189 4.694
O -1.192 -0.170 -6.092
H -4.898 1.458 -1.710
H 4.771 -4.280 0.650
S 3.699 -2.070 3.861
O 2.833 -4.090 -2.211
C 3.771 2.032 -0.017
C -4.760 -4.354 -0.072
H 3.905 0.478 4.131
H 0.503 -2.136 4.326
H -4.559 4.447 1.473
S -0.036 -0.945 -5.527
H -0.845 -4.976 1.331
H 5.111 3.461 -4.435
S -1.103 -0.303 4.720
S 3.651 1.603 -4.194
C -5.656 -1.863 -0.943
S -0.208 -6.126 -0.612
O -7.162 3.143 3.521
S -4.109 -2.912 -1.028
H 3.718 1.620 -1.024
H 5.049 4.086 -1.676
C 0.623 0.814 -1.718
H 5.366 2.525 -5.855
H 2.921 -2.669 -0.751
C 4.580 2.875 -5.186
O -2.229 -1.066 5.355
H -3.331 2.731 -5.789
H 0.148 0.636 6.690
C -4.941 0.526 3.497
C 1.084 2.380 2.569
C 5.165 1.033 -3.238
H 0.211 -1.152 6.609
H -0.761 -2.262 3.148
C 4.083 -4.567 -0.145
O -5.027 2.660 4.284
H 0.947 1.512 -0.946
C -4.101 1.668 4.082
H -6.365 -2.092 -1.739
O 1.961 4.193 5.493
O 2.745 2.347 -3.223
H -0.754 4.391 1.599
H -3.260 1.915 3.434
C 4.544 -0.405 4.109
H -6.089 -2.048 0.040
C 4.650 -2.773 -1.872
C -6.180 2.387 3.645
H -1.546 -0.236 1.192
H 3.062 3.033 3.147
H -0.055 1.305 -2.416
H 5.034 -1.809 -1.538
O -1.221 -7.208 -0.210
H -2.652 1.547 -4.737
C -0.748 -4.589 0.317
H 5.107 -0.325 5.039
H 2.403 5.169 3.641
H -5.028 0.400 -3.164
H 4.842 2.065 0.185
C 3.571 -3.466 -1.113
H 5.281 -0.335 3.309
H -0.227 -2.959 -4.021
H -0.116 -3.709 0.199
C -0.167 -1.539 3.708
C 2.046 2.941 5.812
H 2.424 -0.893 2.076
C 0.191 -0.230 6.028
C -1.818 4.164 1.525
O 4.055 -2.539 -3.147
H 3.824 3.458 -5.711
S -4.460 2.813 -3.646
H 4.810 0.239 -2.581
H 3.540 4.476 -2.464
O -2.122 4.060 -1.163
H -5.082 -0.760 1.649
S -0.203 -0.599 -0.834
O 1.990 2.481 6.946
C -1.093 0.387 0.421
H -3.996 -5.107 0.126
H -1.978 3.100 1.350
H 1.502 1.452 2.179
O 4.908 -3.012 3.675
C -4.281 4.167 0.458
O -5.905 3.101 -4.022
```

Properties
Gap between HOMO and LUMO (alpha / beta)   7.8 / 2.6 eV
LUMO level (alpha / beta)   -3.08 / -8.29 eV
Charge   +1
2S+1   2
Expectation value of S²   0.757

6.
Below is a molecular structure, C4H8NOS in a non-equilibrium geometry, with properties calculated with wB97M-V/def2-TZVPD.

Structure (XYZ):
```
15
Properties=species:S:1:pos:R:3
C -1.383 -0.616 -0.042
H -1.561 1.479 -0.343
C 0.612 1.014 -0.326
C -0.877 0.824 0.215
H -1.055 -0.919 -1.087
N 1.498 0.012 0.162
H -0.995 0.964 1.299
O 3.856 0.302 0.077
S -3.136 -0.916 0.290
C 2.633 0.037 -0.465
H 0.400 0.963 -1.450
H -0.796 -1.277 0.601
H 0.941 2.005 -0.007
H 2.711 -0.136 -1.540
H 3.233 1.163 -0.172
```

Properties
Gap between HOMO and LUMO   5.1 eV
LUMO level   2.88 eV
Charge   -1
2S+1   1
ΔE to the lowest compared entry with this formula, charge and spin   476.3 kJ/mol

Number 1: electronic energy -250.0419 Ha. Number 2: electronic energy -309.8338 Ha. Number 3: electronic energy -270.3862 Ha. Number 4: electronic energy -3216.5630 Ha. Number 5: electronic energy -6676.7945 Ha. Number 6: electronic energy -685.2747 Ha.